# 1
Here is a molecular structure, C27H27FeN5P2S from OMol25. Energies are from ωB97M-V/def2-TZVPD.

Results
**Energy above the lowest of the compared OMol25 structures with the same formula, charge and spin**: 0.0 kcal per mole
**HOMO level (spin up / spin down)**: -14.1 / -14.4 eV
**⟨S²⟩**: 6.0150

Geometry as ORCA input:
```
! RIJCOSX wB97M-V def2-TZVPD def2/J DEFGRID3
* xyz 2 5
Fe -0.224 0.079 -0.108
C 1.000 0.216 5.134
C 1.772 -0.017 3.890
N 3.059 -0.106 3.788
N 3.291 -0.314 2.451
C 2.190 -0.349 1.722
S 2.032 -0.607 0.044
N 1.206 -0.153 2.627
N -0.132 -0.161 2.229
H 1.696 0.251 5.969
H 0.285 -0.589 5.311
H 0.463 1.165 5.096
H 4.236 -0.434 2.117
H -0.564 -1.037 2.516
H -0.631 0.608 2.665
N -2.232 2.213 -0.489
P -2.641 0.609 -0.109
C -4.415 0.533 0.051
C -5.219 0.924 -1.023
C -6.596 0.897 -0.888
C -7.167 0.469 0.307
C -6.370 0.069 1.368
C -4.987 0.103 1.246
C -2.177 -0.328 -1.609
C -2.041 -1.720 -1.470
C -1.784 -2.510 -2.581
C -1.653 -1.915 -3.828
C -1.760 -0.535 -3.974
C -2.015 0.263 -2.871
P -0.566 2.523 -0.407
C -0.007 2.934 -2.063
C 0.949 2.137 -2.684
C 1.331 2.384 -3.999
C 0.750 3.435 -4.691
C -0.201 4.246 -4.075
C -0.572 4.005 -2.764
C -0.406 4.031 0.555
C -1.305 4.307 1.586
C -1.165 5.471 2.329
C -0.123 6.347 2.057
C 0.784 6.064 1.044
C 0.648 4.907 0.291
H -2.933 2.939 -0.580
H -4.777 1.230 -1.966
H -7.226 1.196 -1.715
H -8.245 0.445 0.405
H -6.823 -0.270 2.290
H -4.364 -0.209 2.075
H -2.169 -2.188 -0.497
H -1.695 -3.583 -2.476
H -1.458 -2.532 -4.696
H -1.642 -0.084 -4.950
H -2.083 1.339 -2.977
H 1.429 1.327 -2.145
H 2.081 1.767 -4.475
H 1.045 3.635 -5.713
H -0.643 5.071 -4.619
H -1.301 4.651 -2.286
H -2.122 3.629 1.803
H -1.873 5.697 3.115
H -0.020 7.257 2.634
H 1.593 6.750 0.833
H 1.352 4.702 -0.506
*
```

# 2
Here is a molecular structure, C27H27KN5O5STe from OMol25. Energies are from ωB97M-V/def2-TZVPD.

Results
**Energy above the lowest of the compared OMol25 structures with the same formula, charge and spin**: 33.3 kcal per mole
**HOMO level**: -3.4 eV

Geometry as ORCA input:
```
! RIJCOSX wB97M-V def2-TZVPD def2/J DEFGRID3
* xyz -1 1
K 1.508 0.801 0.138
O -0.054 4.896 1.475
C 0.566 3.718 1.193
O 0.863 3.444 0.039
C 1.272 3.244 2.464
O 1.517 1.862 2.527
C 2.740 1.544 3.212
C 3.199 0.107 2.836
O 3.242 -0.708 3.767
O 3.489 -0.076 1.621
H -0.484 5.155 0.647
H 0.702 3.609 3.323
H 2.218 3.807 2.449
H 2.607 1.595 4.296
H 3.522 2.254 2.917
N -1.266 -2.070 -1.438
C -1.220 -0.899 -2.182
C -1.866 -0.924 -3.430
C -1.848 0.210 -4.200
C -1.219 1.356 -3.712
C -0.628 1.289 -2.469
N -0.594 0.175 -1.725
C -0.922 -2.356 -0.110
C -1.400 -3.551 0.435
C -1.051 -3.848 1.736
C -0.261 -2.961 2.458
C 0.152 -1.805 1.821
N -0.161 -1.512 0.555
H -1.773 -2.807 -1.897
H -2.359 -1.826 -3.769
H -2.331 0.213 -5.168
H -1.215 2.278 -4.276
H -0.170 2.170 -2.028
H -2.037 -4.209 -0.142
H -1.405 -4.765 2.191
H 0.035 -3.155 3.477
H 0.768 -1.083 2.344
Te -1.956 2.155 1.462
C -2.352 2.630 3.479
C -2.254 3.941 3.951
C -2.487 4.243 5.286
C -2.827 3.242 6.185
C -2.928 1.934 5.730
C -2.691 1.633 4.397
H -1.986 4.732 3.262
H -2.400 5.269 5.626
H -3.008 3.475 7.227
H -3.186 1.141 6.422
H -2.760 0.608 4.055
N 2.690 0.113 -2.935
C 3.297 -1.030 -2.534
S 4.868 -1.066 -2.019
N 2.518 -2.163 -2.558
C 1.557 -2.547 -3.513
C 0.807 -3.687 -3.234
C -0.096 -4.171 -4.165
C -0.280 -3.520 -5.377
C 0.467 -2.382 -5.648
C 1.386 -1.897 -4.733
H 3.236 0.952 -2.838
H 1.684 0.194 -2.974
H 2.958 -2.917 -2.051
H 0.934 -4.188 -2.282
H -0.663 -5.066 -3.938
H -0.990 -3.899 -6.099
H 0.341 -1.870 -6.593
H 1.985 -1.029 -4.968
*
```

# 3
Here is a molecular structure, C27H28As2N4O15SW at a distorted geometry from OMol25. Energies are from ωB97M-V/def2-TZVPD.

Results
**Energy above the lowest of the compared OMol25 structures with the same formula, charge and spin**: 24.2 kcal per mole
**HOMO level**: -20.1 eV

Geometry as ORCA input:
```
! RIJCOSX wB97M-V def2-TZVPD def2/J DEFGRID3
* xyz 4 1
W 0.341 0.435 -0.201
O -0.222 2.484 -0.501
C 0.627 2.418 -1.474
O 1.687 1.780 -1.182
C 0.106 2.375 -2.861
C 0.039 3.289 -3.889
C -0.562 2.865 -5.060
C -1.072 1.591 -5.243
C -0.994 0.681 -4.210
C -0.414 1.072 -3.007
O -0.322 0.274 -1.895
N -1.452 -0.705 -4.421
O -1.195 -1.499 -3.528
O -2.002 -0.948 -5.456
N -0.650 3.838 -6.198
O -0.206 4.934 -5.973
O -1.058 3.387 -7.234
H 0.421 4.300 -3.818
H -1.514 1.315 -6.195
C -1.796 -3.618 2.828
O -1.033 -2.997 1.715
C -0.832 -1.768 1.557
O -0.371 -1.416 0.389
C -1.112 -0.624 2.450
C -0.685 -0.435 3.706
As -0.833 1.242 4.873
C 0.988 1.161 5.604
C -0.529 2.181 3.130
C -1.704 2.109 2.488
As -1.878 0.720 1.185
C -3.615 -0.034 0.744
C -3.070 2.606 2.967
O -3.999 2.383 2.231
O -3.031 3.247 4.089
C -4.268 3.879 4.587
C 0.772 1.995 2.455
O 1.011 1.106 1.540
O 1.690 2.734 2.893
C 3.081 2.768 2.382
C -0.232 -1.567 4.609
O -0.948 -1.746 5.549
O 0.822 -2.316 4.338
C 1.936 -1.848 3.564
H -1.074 -4.084 3.489
H -2.416 -4.364 2.345
H -2.394 -2.867 3.337
H 0.940 0.527 6.490
H 1.259 2.166 5.925
H 1.736 0.772 4.916
H -4.103 -0.220 1.698
H -3.427 -0.956 0.193
H -4.196 0.674 0.161
H -3.958 4.826 5.011
H -4.681 3.228 5.352
H -4.964 4.012 3.766
H 3.709 2.665 3.260
H 3.206 3.753 1.944
H 3.241 1.973 1.662
H 2.233 -2.657 2.902
H 2.756 -1.630 4.246
H 1.685 -0.957 2.985
C 2.698 -5.382 -2.847
C 2.423 -3.933 -3.010
C 2.246 -3.287 -4.212
C 1.993 -1.917 -4.230
N 1.927 -1.207 -3.077
C 2.108 -1.831 -1.957
S 2.310 -0.945 -0.417
N 2.333 -3.161 -1.893
C 1.852 -1.176 -5.509
H 2.980 -5.828 -3.798
H 1.803 -5.897 -2.487
H 3.503 -5.554 -2.129
H 2.319 -3.847 -5.135
H 2.486 -3.597 -0.989
H 1.355 -1.776 -6.271
H 2.851 -0.940 -5.892
H 1.339 -0.230 -5.358
*
```

> Which of these has the lowest energy above the lowest of the compared OMol25 structures with the same formula, charge and spin?

C27H27FeN5P2S

Copy entry 3 word for word.
Here is a molecular structure, C27H28As2N4O15SW at a distorted geometry from OMol25. Energies are from ωB97M-V/def2-TZVPD.

Results
**Energy above the lowest of the compared OMol25 structures with the same formula, charge and spin**: 24.2 kcal per mole
**HOMO level**: -20.1 eV

Geometry as ORCA input:
```
! RIJCOSX wB97M-V def2-TZVPD def2/J DEFGRID3
* xyz 4 1
W 0.341 0.435 -0.201
O -0.222 2.484 -0.501
C 0.627 2.418 -1.474
O 1.687 1.780 -1.182
C 0.106 2.375 -2.861
C 0.039 3.289 -3.889
C -0.562 2.865 -5.060
C -1.072 1.591 -5.243
C -0.994 0.681 -4.210
C -0.414 1.072 -3.007
O -0.322 0.274 -1.895
N -1.452 -0.705 -4.421
O -1.195 -1.499 -3.528
O -2.002 -0.948 -5.456
N -0.650 3.838 -6.198
O -0.206 4.934 -5.973
O -1.058 3.387 -7.234
H 0.421 4.300 -3.818
H -1.514 1.315 -6.195
C -1.796 -3.618 2.828
O -1.033 -2.997 1.715
C -0.832 -1.768 1.557
O -0.371 -1.416 0.389
C -1.112 -0.624 2.450
C -0.685 -0.435 3.706
As -0.833 1.242 4.873
C 0.988 1.161 5.604
C -0.529 2.181 3.130
C -1.704 2.109 2.488
As -1.878 0.720 1.185
C -3.615 -0.034 0.744
C -3.070 2.606 2.967
O -3.999 2.383 2.231
O -3.031 3.247 4.089
C -4.268 3.879 4.587
C 0.772 1.995 2.455
O 1.011 1.106 1.540
O 1.690 2.734 2.893
C 3.081 2.768 2.382
C -0.232 -1.567 4.609
O -0.948 -1.746 5.549
O 0.822 -2.316 4.338
C 1.936 -1.848 3.564
H -1.074 -4.084 3.489
H -2.416 -4.364 2.345
H -2.394 -2.867 3.337
H 0.940 0.527 6.490
H 1.259 2.166 5.925
H 1.736 0.772 4.916
H -4.103 -0.220 1.698
H -3.427 -0.956 0.193
H -4.196 0.674 0.161
H -3.958 4.826 5.011
H -4.681 3.228 5.352
H -4.964 4.012 3.766
H 3.709 2.665 3.260
H 3.206 3.753 1.944
H 3.241 1.973 1.662
H 2.233 -2.657 2.902
H 2.756 -1.630 4.246
H 1.685 -0.957 2.985
C 2.698 -5.382 -2.847
C 2.423 -3.933 -3.010
C 2.246 -3.287 -4.212
C 1.993 -1.917 -4.230
N 1.927 -1.207 -3.077
C 2.108 -1.831 -1.957
S 2.310 -0.945 -0.417
N 2.333 -3.161 -1.893
C 1.852 -1.176 -5.509
H 2.980 -5.828 -3.798
H 1.803 -5.897 -2.487
H 3.503 -5.554 -2.129
H 2.319 -3.847 -5.135
H 2.486 -3.597 -0.989
H 1.355 -1.776 -6.271
H 2.851 -0.940 -5.892
H 1.339 -0.230 -5.358
*
```

> The highest energy above the lowest of the compared OMol25 structures with the same formula, charge and spin belongs to which entry?

C27H27KN5O5STe